ORCA calculation (the ωB97M-V functional and the def2-TZVPD basis) on 7 unconnected molecules or ions with the total composition C5H23NO8 at a distorted geometry.

Each line ends with the Mulliken charge.
Positions of all 37 atoms, in Å:
C 0.497 1.343 -2.179  -0.2841
N -0.830 1.900 -2.414  -0.4816
C -1.977 1.456 -1.516  0.2722
O -2.075 2.347 -0.489  -0.8409
C 0.658 -0.208 -2.400  -1.0194
C 0.297 -0.896 -1.064  0.6910
C 0.387 -2.400 -1.172  -1.2872
O 0.537 -2.865 0.036  -0.9636
H 0.842 1.412 -1.128  0.2268
H 1.332 1.932 -2.742  0.2713
H -0.740 2.949 -2.426  0.2714
H -3.019 1.116 -1.919  0.1980
H -1.668 0.467 -1.182  -0.2127
H 1.573 -0.653 -2.463  0.5849
H 0.083 -0.429 -3.373  0.2248
H -0.646 -0.701 -0.538  -0.3864
H 0.943 -0.479 -0.327  0.3806
H -0.503 -2.661 -1.785  0.3464
H 1.281 -2.527 -1.765  0.3530
H 1.963 1.722 2.579  0.2740
H 0.599 1.595 2.559  0.5038
O 1.262 1.360 3.124  -0.6981
H -0.717 -2.721 1.441  0.3901
H -1.135 -1.239 1.631  0.3173
O -1.126 -2.178 2.058  -0.7038
H -0.450 2.782 1.958  0.1679
H -1.048 2.258 0.329  0.3449
O -0.336 2.226 1.302  -0.8990
H 3.280 -1.869 0.933  0.3115
H 2.149 -2.531 -0.093  0.3938
O 3.201 -2.216 -0.047  -0.7943
H -2.840 0.899 1.643  0.2921
H -3.216 1.564 0.471  0.4439
O -3.631 1.049 1.202  -0.7414
H 1.405 -2.007 3.072  0.3479
H 1.637 -0.526 3.356  0.3224
O 2.031 -1.267 3.331  -0.6175

Results
HOMO-LUMO gap = 6.77 eV
Total charge = -2
HOMO = -1.021 eV
Lowest unoccupied orbital energy = 5.75 eV
Energy above the lowest of the compared OMol25 structures with the same formula, charge and spin = 2.968 eV

---

ORCA calculation (the ωB97M-V functional and the def2-TZVPD basis) on 11 unconnected molecules or ions with the total composition C36H101N7O11 at a distorted geometry.

Each line ends with the Mulliken charge.
Positions of all 155 atoms, in Å:
C 25.859 6.820 -4.280  -0.4140
O 26.372 7.221 -5.565  -0.3153
C 27.496 8.132 -5.472  -0.8556
C 28.250 8.178 -6.786  0.3593
C 27.358 8.846 -7.815  -1.3225
N 28.694 6.876 -7.229  -0.7421
H 25.895 7.697 -3.634  0.4230
H 26.475 6.071 -3.783  0.0623
H 24.882 6.398 -4.515  0.0373
H 27.087 9.124 -5.280  0.3155
H 28.050 7.697 -4.640  0.4495
H 29.038 8.900 -6.572  0.3441
H 26.324 8.513 -7.728  0.1912
H 27.547 8.663 -8.873  0.3926
H 27.372 9.936 -7.789  0.3695
H 27.780 6.454 -7.310  0.3411
H 29.231 6.486 -6.468  0.3003
C 23.921 -0.527 -2.807  -0.8933
O 22.649 -1.046 -2.611  -0.3443
C 22.235 -1.364 -1.255  -0.5380
C 23.066 -2.495 -0.547  0.4718
C 23.092 -3.764 -1.274  -1.2515
N 22.624 -2.576 0.862  -0.7941
H 24.036 0.155 -3.649  0.2198
H 24.601 -1.343 -3.049  0.3382
H 24.359 -0.091 -1.909  0.4085
H 22.372 -0.464 -0.655  0.2047
H 21.193 -1.683 -1.231  0.3852
H 24.025 -1.988 -0.440  0.3505
H 22.104 -4.112 -1.578  0.2744
H 23.683 -4.531 -0.773  0.3959
H 23.683 -3.455 -2.136  0.2625
H 22.630 -1.613 1.164  0.2789
H 23.442 -2.975 1.299  0.3013
C 18.414 9.700 -2.173  -0.5602
O 18.161 10.861 -2.949  -0.4610
C 17.105 11.647 -2.383  -0.9290
C 15.686 11.036 -2.205  0.7265
C 15.041 11.015 -3.575  -1.4958
N 14.853 11.669 -1.240  -0.7663
H 17.753 8.886 -2.469  0.3996
H 18.375 9.813 -1.089  0.4256
H 19.393 9.457 -2.584  0.0369
H 17.418 11.921 -1.376  0.3501
H 17.079 12.571 -2.961  0.4100
H 15.685 10.045 -1.752  0.2905
H 14.042 10.581 -3.612  0.3986
H 15.625 10.578 -4.385  0.3161
H 14.834 12.051 -3.844  0.3621
H 14.466 12.564 -1.504  0.2439
H 14.015 11.107 -1.215  0.2641
C 22.322 8.295 0.784  -0.7926
O 21.550 9.300 0.149  -0.1994
C 22.252 10.291 -0.627  -1.1216
C 22.590 11.477 0.221  0.9443
C 21.332 12.322 0.731  -1.4634
N 23.461 12.395 -0.513  -0.6859
H 21.703 7.864 1.571  0.2445
H 23.181 8.676 1.337  0.4088
H 22.668 7.484 0.143  0.2066
H 23.148 9.821 -1.033  0.2933
H 21.867 10.555 -1.613  0.5539
H 23.238 11.238 1.064  0.0435
H 20.648 12.682 -0.038  0.3496
H 21.661 13.217 1.258  0.4365
H 20.718 11.748 1.424  0.3377
H 23.418 12.205 -1.504  0.2079
H 23.259 13.373 -0.363  0.2273
C 24.253 1.536 -8.354  -0.7929
O 23.859 2.622 -7.565  -0.1661
C 24.441 3.863 -7.755  -0.9673
C 23.599 4.953 -7.077  1.1401
C 22.048 4.801 -7.582  -1.4407
N 24.153 6.231 -7.428  -0.5311
H 23.923 0.724 -7.706  0.1862
H 25.334 1.629 -8.450  0.3391
H 23.800 1.451 -9.342  0.2753
H 25.431 3.699 -7.329  0.4518
H 24.496 4.192 -8.793  0.3599
H 23.704 4.666 -6.031  -0.2766
H 21.991 4.863 -8.669  0.4063
H 21.637 5.733 -7.194  0.4936
H 21.541 3.924 -7.180  0.1074
H 24.976 6.455 -6.887  0.1808
H 24.374 6.433 -8.392  0.2925
C 26.755 3.892 -2.004  -0.6979
O 27.680 3.543 -1.042  -0.4039
C 28.112 4.649 -0.255  -0.6474
C 28.993 4.288 0.990  0.7308
C 29.374 5.434 1.914  -1.5786
N 30.283 3.908 0.448  -0.6601
H 27.320 4.154 -2.898  0.2842
H 25.912 4.466 -1.617  0.4089
H 26.420 2.883 -2.244  0.2775
H 28.777 5.292 -0.832  0.1950
H 27.268 5.244 0.094  0.3203
H 28.613 3.477 1.612  0.2323
H 28.541 5.861 2.472  0.3379
H 29.946 6.154 1.328  0.4105
H 30.030 5.218 2.757  0.4143
H 30.280 3.070 -0.116  0.1919
H 31.019 3.928 1.139  0.1819
C 21.502 7.092 -3.547  -0.7141
O 22.171 6.174 -2.622  0.0225
C 21.975 4.811 -3.035  0.3413
C 22.572 3.886 -1.952  -0.0984
C 22.894 2.471 -2.375  -1.3714
N 21.738 3.913 -0.745  0.1988
H 20.647 7.429 -2.961  0.1141
H 21.228 6.752 -4.546  0.3238
H 22.052 8.002 -3.785  0.3129
H 20.936 4.542 -3.224  0.2403
H 22.466 4.755 -4.006  -0.5535
H 23.445 4.460 -1.641  0.4080
H 21.964 2.041 -2.746  0.0232
H 23.225 1.899 -1.508  0.1813
H 23.594 2.418 -3.209  0.5647
H 20.759 3.831 -0.979  -0.2081
H 21.775 4.874 -0.437  0.2247
C 18.969 0.468 -3.940  -0.8186
C 18.894 1.742 -4.704  1.1893
C 19.671 1.513 -5.994  -1.5916
O 17.656 2.244 -5.184  -0.5927
H 18.531 -0.316 -4.558  0.4853
H 18.458 0.464 -2.978  0.1035
H 19.997 0.256 -3.645  0.0436
H 19.396 2.556 -4.181  -0.4254
H 20.724 1.289 -5.828  0.4259
H 19.611 2.405 -6.618  0.3694
H 19.081 0.850 -6.626  0.4386
H 17.172 1.521 -5.590  0.3733
C 17.165 1.847 0.030  -1.7180
C 18.590 2.314 0.078  0.8696
C 19.617 1.159 -0.227  -0.6757
O 18.668 3.299 -0.905  -0.3545
H 16.898 1.544 -0.983  0.3793
H 16.562 2.714 0.299  0.4763
H 16.862 1.062 0.723  0.3902
H 18.843 2.738 1.049  0.1443
H 20.604 1.601 -0.367  0.0837
H 19.460 0.633 -1.169  -0.3213
H 19.741 0.461 0.601  0.5632
H 17.873 3.259 -1.441  0.2177
C 19.124 6.242 -0.009  0.5839
O 18.088 7.121 0.070  -0.6385
H 18.967 5.279 0.477  -0.0173
H 19.403 5.905 -1.008  -0.0740
H 20.029 6.637 0.453  -0.2975
H 18.435 7.993 0.270  0.3894
C 22.278 4.868 3.167  -0.7128
O 21.159 4.467 2.287  -0.4117
H 21.938 5.384 4.065  0.2834
H 22.745 3.946 3.512  0.3113
H 23.066 5.518 2.786  0.2512
H 21.539 3.896 1.616  0.2020

Results
HOMO-LUMO gap = 9.25 eV
HOMO = -8.879 eV
Lowest unoccupied orbital energy = 0.37 eV
Energy above the lowest of the compared OMol25 structures with the same formula, charge and spin = 5.385 eV
SMILES = COC[C@H](C)N.COC[C@H](C)N.COC[C@H](C)N.COC[C@H](C)N.COC[C@H](C)N.COC[C@H](C)N.COC[C@H](C)N.CC(C)O.CC(C)O.CO.CO